DFT (ωB97M-V/def2-TZVPD) results for C3H5NO2 in the gas phase at a distorted geometry.

SMILES string   [H]/N=C/OCC=O
LUMO   0.0315 Eh
HOMO level   -0.333 hartree
Strongest force on any atom   0.083 hartree/bohr
Energy   -322.4261 Eh
Energy above the lowest of the compared OMol25 structures with the same formula, charge and spin   389.1 kJ/mol
Orbital gap   9.93 eV

Geometry as ORCA input:
```
! RIJCOSX wB97M-V def2-TZVPD def2/J DEFGRID3
* xyz 0 1
N 1.413 0.700 0.283
C 1.414 -0.141 -0.660
O 0.375 -0.959 -0.890
C -0.694 -0.812 0.025
C -1.359 0.593 0.195
O -1.942 0.704 1.288
H 2.271 1.245 0.292
H 2.199 -0.323 -1.398
H -0.384 -1.098 1.046
H -1.464 -1.517 -0.310
H -1.830 1.609 0.128
*
```

***

DFT (ωB97M-V/def2-TZVPD) results for a gas-phase ion, C8H21BN (charge +1) at a distorted geometry.

SMILES string   CC(C)B(C(C)C)[C@H](C)[NH3+]
LUMO   -0.1224 Eh
HOMO level   -0.502 hartree
Strongest force on any atom   0.098 hartree/bohr
Energy   -396.6901 Eh
Orbital gap   10.32 eV

Geometry as ORCA input:
```
! RIJCOSX wB97M-V def2-TZVPD def2/J DEFGRID3
* xyz 1 1
B 0.121 -0.234 0.082
C 0.210 0.594 -2.357
C 2.336 0.455 -1.076
C 1.234 1.257 1.910
C -0.596 2.237 0.419
C -1.904 -1.943 -0.702
C 0.909 -0.146 -1.182
C -0.121 0.955 1.098
C -0.679 -1.879 0.268
N -1.238 -2.060 1.659
H -0.350 -0.232 -2.951
H 0.828 1.148 -3.018
H -0.560 1.203 -1.973
H 2.277 1.476 -0.928
H 2.970 -0.069 -0.309
H 2.831 0.315 -1.972
H 2.099 1.508 1.323
H 1.763 0.432 2.498
H 0.985 2.213 2.399
H 0.260 2.575 -0.093
H -1.522 2.030 -0.132
H -0.814 2.980 1.219
H -2.797 -2.508 -0.393
H -2.314 -0.883 -0.589
H -1.686 -2.196 -1.664
H 1.027 -1.158 -1.354
H -0.917 0.752 1.875
H -0.022 -2.796 0.081
H -1.910 -1.333 1.599
H -0.632 -1.758 2.368
H -1.789 -2.933 1.892
*
```

***

DFT (ωB97M-V/def2-TZVPD) results for C6H16N2 in the gas phase at a distorted geometry.

SMILES string   CC(C)CNCCN
LUMO   0.0410 Eh
HOMO level   -0.313 hartree
Strongest force on any atom   0.083 hartree/bohr
Energy   -347.6462 Eh
Energy above the lowest of the compared OMol25 structures with the same formula, charge and spin   206.3 kJ/mol
Orbital gap   9.63 eV

Geometry as ORCA input:
```
! RIJCOSX wB97M-V def2-TZVPD def2/J DEFGRID3
* xyz 0 1
C 1.672 1.094 0.321
N 0.682 0.176 -0.306
C -0.212 -0.469 0.694
C -1.285 -1.334 0.085
C -2.638 -0.751 -0.176
C -1.478 -2.594 1.057
C 2.528 1.824 -0.724
N 1.541 2.661 -1.392
H 2.386 0.418 0.925
H 1.413 1.778 1.149
H 0.336 0.766 -1.073
H 0.629 -1.009 1.178
H -0.757 0.216 1.462
H -0.900 -1.882 -0.814
H -2.464 0.267 -0.474
H -3.164 -1.382 -0.907
H -3.212 -0.779 0.803
H -1.819 -2.185 1.977
H -2.320 -3.180 0.594
H -0.521 -3.133 1.124
H 3.456 2.247 -0.354
H 2.989 1.063 -1.575
H 1.417 2.565 -2.426
H 1.721 3.623 -1.147
*
```

***

DFT (ωB97M-V/def2-TZVPD) results for a molecular structure, C32H50GdP2 at a distorted geometry.

LUMO (alpha / beta)   -0.1080 / -0.1621 Eh
HOMO level (alpha / beta)   -0.301 / -0.361 hartree
Strongest force on any atom   0.086 hartree/bohr
Energy   -2697.1802 Eh
Orbital gap (alpha / beta)   5.25 / 5.41 eV

Geometry as ORCA input:
```
! RIJCOSX wB97M-V def2-TZVPD def2/J DEFGRID3
* xyz 1 8
Gd -0.239 0.138 -0.733
C -2.234 1.785 0.021
C -2.642 0.882 -1.015
C -2.385 -0.321 0.934
C -2.154 1.040 1.218
C -2.685 -0.449 -0.456
C -2.175 3.270 -0.063
H -1.834 3.626 -1.039
H -1.476 3.697 0.662
H -3.161 3.729 0.124
C -1.975 1.591 2.575
H -2.118 2.685 2.586
H -0.959 1.367 2.952
H -2.693 1.115 3.278
C -2.440 -1.372 1.970
H -3.262 -1.149 2.688
H -1.493 -1.405 2.536
H -2.616 -2.382 1.556
C -3.113 -1.722 -1.100
H -4.211 -1.784 -1.181
H -2.777 -2.591 -0.522
H -2.689 -1.859 -2.106
C -2.993 1.313 -2.379
H -4.001 1.771 -2.413
H -2.948 0.464 -3.072
H -2.275 2.063 -2.756
C 1.262 0.513 -2.654
C 0.219 1.394 -2.873
C -0.352 1.620 -4.245
C -1.258 0.510 -4.859
C -1.333 -0.796 -4.138
C -0.272 -1.581 -3.941
C 1.073 -1.301 -4.520
C 1.918 -0.235 -3.784
H 0.456 1.787 -4.979
H -0.909 0.366 -5.898
H -0.938 2.557 -4.227
H 2.246 0.478 -4.559
H 1.919 0.603 -1.766
H 0.047 2.244 -2.180
H 2.832 -0.722 -3.407
H 1.649 -2.245 -4.553
H -0.371 -2.552 -3.459
H 0.988 -0.982 -5.577
H -2.282 0.910 -4.970
H -2.342 -1.180 -3.965
P 1.705 2.001 0.831
C 1.479 2.911 2.393
H 2.404 3.450 2.651
H 1.241 2.228 3.217
H 0.661 3.647 2.308
C 3.418 1.392 0.970
H 4.036 2.134 1.489
H 3.835 1.184 -0.024
H 3.396 0.459 1.547
C 1.942 3.435 -0.338
H 2.252 3.075 -1.333
H 2.728 4.102 0.061
H 1.006 4.008 -0.440
P 0.884 -2.527 -0.116
C -0.238 -3.788 -0.829
H 0.301 -4.721 -1.035
H -0.693 -3.432 -1.762
H -1.053 -3.983 -0.111
C 2.451 -2.649 -1.062
H 2.301 -2.412 -2.126
H 2.869 -3.661 -0.971
H 3.169 -1.927 -0.646
C 1.358 -3.342 1.449
H 1.766 -4.348 1.254
H 0.494 -3.451 2.123
H 2.122 -2.756 1.977
C 0.927 0.127 1.310
C 0.846 -0.214 2.548
C 0.888 -0.469 3.925
C -0.261 -0.501 4.765
C -0.123 -0.696 6.137
C 1.146 -0.883 6.698
C 2.289 -0.849 5.889
C 2.161 -0.662 4.514
H -1.254 -0.369 4.325
H -1.018 -0.708 6.764
H 1.246 -1.069 7.762
H 3.282 -0.975 6.321
H 3.033 -0.652 3.856
*
```

***

strongest force on any atom of number 4 (C32H50GdP2)?
0.086 hartree/bohr

***

Number 1 is which compound?
C3H5NO2

***

Copy entry 2 word for word.
DFT (ωB97M-V/def2-TZVPD) results for a gas-phase ion, C8H21BN (charge +1) at a distorted geometry.

SMILES string   CC(C)B(C(C)C)[C@H](C)[NH3+]
LUMO   -0.1224 Eh
HOMO level   -0.502 hartree
Strongest force on any atom   0.098 hartree/bohr
Energy   -396.6901 Eh
Orbital gap   10.32 eV

Geometry as ORCA input:
```
! RIJCOSX wB97M-V def2-TZVPD def2/J DEFGRID3
* xyz 1 1
B 0.121 -0.234 0.082
C 0.210 0.594 -2.357
C 2.336 0.455 -1.076
C 1.234 1.257 1.910
C -0.596 2.237 0.419
C -1.904 -1.943 -0.702
C 0.909 -0.146 -1.182
C -0.121 0.955 1.098
C -0.679 -1.879 0.268
N -1.238 -2.060 1.659
H -0.350 -0.232 -2.951
H 0.828 1.148 -3.018
H -0.560 1.203 -1.973
H 2.277 1.476 -0.928
H 2.970 -0.069 -0.309
H 2.831 0.315 -1.972
H 2.099 1.508 1.323
H 1.763 0.432 2.498
H 0.985 2.213 2.399
H 0.260 2.575 -0.093
H -1.522 2.030 -0.132
H -0.814 2.980 1.219
H -2.797 -2.508 -0.393
H -2.314 -0.883 -0.589
H -1.686 -2.196 -1.664
H 1.027 -1.158 -1.354
H -0.917 0.752 1.875
H -0.022 -2.796 0.081
H -1.910 -1.333 1.599
H -0.632 -1.758 2.368
H -1.789 -2.933 1.892
*
```

***

The highest strongest force on any atom belongs to which entry?
C8H21BN